# C75H184N12O23

A cluster of 12 separate species, C75H184N12O23 in total at a distorted geometry (ωB97M-V/def2-TZVPD, the OMol25 dataset).

DFT total energy = -145712.176 eV
frontier orbital gap = 8.618 eV
SMILES = CC1(C)CCCC(C)(C)N1O.COCCNCCOC.COCCNCCOC.COCCNCCOC.COCCNCCOC.COCCNCCOC.COCCNCCOC.COCCNCCOC.COCCNCCOC.COCCNCCOC.COCCNCCOC.COCCNCCOC
total charge = 0

Geometry as XYZ:
```
294
Properties=species:S:1:pos:R:3:lowdin_charge:R:1
C -5.8228 -4.8406 6.5077 -0.104
O -4.4135 -4.8780 6.3180 -0.175
C -4.0525 -4.9002 4.9899 -0.281
C -2.6580 -4.3634 4.7152 -0.182
N -1.5887 -4.9976 5.5482 -0.048
C -0.4321 -4.1378 5.6479 -0.225
C 0.5108 -4.7883 6.6797 -0.214
O 1.5688 -3.9553 7.1049 -0.189
C 1.2814 -3.3268 8.2990 -0.144
H -6.1977 -3.8549 6.2800 0.068
H -5.9633 -5.0305 7.6183 0.108
H -6.4748 -5.4972 5.8630 0.102
H -4.7225 -4.3090 4.3535 0.111
H -4.1006 -5.8890 4.5333 0.123
H -2.7739 -3.2681 4.8183 0.105
H -2.4923 -4.5839 3.6184 0.117
H -1.9343 -5.2428 6.4511 0.089
H -0.6972 -3.0806 5.9992 0.127
H 0.0040 -4.1122 4.6430 0.103
H 0.8105 -5.7789 6.2448 0.138
H -0.1832 -4.9659 7.5024 0.106
H 0.7945 -3.9216 9.0383 0.079
H 0.7741 -2.3835 8.1788 0.067
H 2.2796 -2.9007 8.6840 0.119
C -0.3720 -1.8889 2.3915 -0.092
O -1.5153 -1.1663 2.8440 -0.195
C -1.7290 0.0410 2.1149 -0.205
C -0.6182 1.0108 2.2558 -0.208
N -0.7626 2.0963 1.2961 -0.028
C -0.5718 1.7043 -0.1177 -0.158
C 0.9012 1.5835 -0.5271 -0.182
O 1.5654 0.4557 0.0746 -0.221
C 2.9931 0.6109 -0.0756 -0.087
H -0.3249 -1.8226 1.3194 0.081
H -0.4847 -2.9174 2.6654 0.061
H 0.4715 -1.6174 2.9952 0.071
H -2.7018 0.4306 2.4667 0.107
H -1.8353 -0.2319 1.0089 0.120
H 0.2996 0.4213 2.0452 0.102
H -0.4582 1.2914 3.2835 0.101
H -0.0541 2.7791 1.6067 0.082
H -1.0909 2.4395 -0.7166 0.113
H -1.0956 0.7807 -0.2044 0.072
H 1.4664 2.5226 -0.2579 0.107
H 1.0048 1.4582 -1.6477 0.132
H 3.3510 0.6790 -1.1275 0.095
H 3.4534 -0.3748 0.1612 0.072
H 3.3640 1.3776 0.6046 0.081
C -4.2454 -0.4255 5.7198 -0.032
O -4.0144 1.0292 5.9243 -0.206
C -3.7111 1.3037 7.2766 -0.264
C -3.3681 2.7603 7.4436 -0.213
N -1.9269 3.0392 7.2471 -0.056
C -1.6081 3.6295 5.9470 -0.195
C -0.0742 3.7895 5.9456 -0.218
O 0.2183 4.7648 6.9059 -0.192
C 1.0758 5.8195 6.6022 -0.138
H -3.3215 -0.9371 5.7004 0.053
H -4.8204 -0.4092 4.7941 0.074
H -4.8050 -0.8233 6.5953 0.091
H -2.7273 0.9336 7.5818 0.105
H -4.5056 1.0133 8.0433 0.137
H -3.6801 3.1226 8.4643 0.127
H -3.9328 3.4362 6.7564 0.118
H -1.6111 3.6226 8.0160 0.105
H -2.1629 4.5885 5.6787 0.140
H -1.7394 2.9235 5.1431 0.085
H 0.2144 4.1054 4.9042 0.117
H 0.4957 2.8314 6.0902 0.121
H 0.8518 6.6637 7.3143 0.092
H 0.8972 6.3305 5.5664 0.101
H 2.1840 5.6561 6.6540 0.083
C 2.6907 3.1985 3.2713 -0.090
O 1.9288 3.7369 2.1961 -0.251
C 2.4939 4.9070 1.6581 -0.242
C 1.5170 5.3982 0.6082 -0.210
N 0.1366 5.5605 1.0299 -0.060
C -0.0543 6.4576 2.1276 -0.202
C -1.5485 6.5312 2.5396 -0.211
O -1.5982 7.0502 3.8333 -0.198
C -2.6778 7.8876 4.0953 -0.114
H 2.7970 3.9630 4.0522 0.083
H 3.7245 2.8814 2.9386 0.105
H 2.0787 2.3479 3.5600 0.073
H 3.5114 4.7192 1.1830 0.138
H 2.6329 5.6268 2.5982 0.147
H 1.4739 4.6674 -0.1986 0.100
H 1.8879 6.3393 0.2008 0.118
H -0.4042 4.7032 1.1156 0.088
H 0.2394 7.5061 1.8474 0.136
H 0.6126 6.1563 2.9783 0.100
H -2.1397 5.6167 2.4190 0.110
H -1.9868 7.2652 1.8127 0.098
H -2.8446 7.7846 5.1896 0.101
H -3.5659 7.6526 3.5572 0.068
H -2.4235 8.9321 3.8540 0.092
C 0.0079 0.1003 5.8907 -0.102
O 1.3120 0.4547 5.4500 -0.223
C 2.3955 -0.3365 5.9647 -0.187
C 3.5800 -0.2538 4.9909 -0.227
N 3.3442 -0.7858 3.6922 -0.029
C 3.3180 -2.3072 3.5210 -0.160
C 4.5017 -3.1205 4.0657 -0.214
O 4.5735 -4.4990 3.6706 -0.206
C 3.7941 -5.3988 4.4584 -0.075
H -0.3121 0.3982 6.9609 0.113
H -0.1288 -0.9490 5.7946 0.046
H -0.6187 0.6225 5.1760 0.062
H 2.0622 -1.3873 6.0941 0.106
H 2.6349 0.0418 6.9723 0.126
H 4.4078 -0.7956 5.5206 0.126
H 3.9818 0.7544 4.9163 0.105
H 2.6131 -0.3482 3.1406 0.089
H 3.2150 -2.4566 2.4696 0.069
H 2.4405 -2.7778 4.0382 0.106
H 4.5835 -3.1112 5.1625 0.117
H 5.4036 -2.6657 3.6182 0.110
H 2.7430 -5.2269 4.2651 0.075
H 3.9758 -5.1235 5.4744 0.076
H 4.0718 -6.3812 4.2524 0.069
C -3.3048 0.0015 -1.7125 -0.116
O -2.3641 0.4897 -2.6148 -0.193
C -2.7996 1.3679 -3.5860 -0.241
C -1.6168 1.6282 -4.4439 -0.241
N -1.1107 0.4241 -5.0314 -0.030
C -0.0030 0.7525 -5.9741 -0.167
C -0.5155 0.7988 -7.4227 -0.276
O 0.5193 0.7359 -8.3174 -0.190
C 0.1804 1.3680 -9.5830 -0.047
H -2.7902 -0.8369 -1.1881 0.080
H -4.2101 -0.4431 -2.1393 0.093
H -3.6698 0.7282 -0.9270 0.083
H -3.1798 2.2842 -3.0730 0.129
H -3.6358 0.9587 -4.1428 0.128
H -0.8830 2.1988 -3.8246 0.108
H -1.9628 2.2685 -5.2644 0.114
H -0.7967 -0.1923 -4.2848 0.106
H 0.8842 0.0653 -5.8062 0.135
H 0.3965 1.7012 -5.7733 0.084
H -1.0510 1.7555 -7.5473 0.104
H -1.2433 -0.0495 -7.5603 0.132
H -0.0624 0.5472 -10.2376 0.074
H 1.0078 1.9665 -9.8185 0.071
H -0.7298 1.9882 -9.5355 0.087
C -3.2411 10.0729 -0.1324 -0.104
O -4.1144 9.0774 -0.6262 -0.190
C -4.3586 7.9329 0.1994 -0.232
C -4.2332 6.6790 -0.5819 -0.229
N -4.2629 5.5456 0.3373 -0.044
C -4.3023 4.1531 -0.1236 -0.173
C -3.7006 3.1920 0.9289 -0.189
O -4.6212 3.0788 2.0281 -0.196
C -4.0536 2.7746 3.2372 -0.146
H -2.4379 9.5894 0.4884 0.088
H -3.7804 10.7540 0.5544 0.087
H -2.8494 10.6238 -0.9900 0.085
H -5.3246 8.0030 0.6473 0.118
H -3.5979 7.8148 1.0088 0.092
H -3.2169 6.7048 -1.0712 0.130
H -4.9713 6.7599 -1.3352 0.103
H -5.0933 5.7766 0.9100 0.124
H -3.7034 4.0807 -1.0474 0.103
H -5.2836 3.8157 -0.5363 0.126
H -2.7519 3.5774 1.3562 0.088
H -3.5363 2.1665 0.6112 0.082
H -3.7307 1.7310 3.4112 0.063
H -4.7311 3.0347 4.1003 0.109
H -3.1054 3.2977 3.3356 0.062
C 1.3841 -3.3708 -3.5637 -0.111
O 0.6856 -3.0610 -2.3738 -0.205
C 1.5001 -2.7533 -1.2049 -0.164
C 1.6174 -3.8553 -0.1287 -0.200
N 2.3779 -5.0081 -0.5048 -0.089
C 2.7532 -5.9392 0.5727 -0.179
C 3.5477 -7.1239 0.1529 -0.251
O 2.7605 -8.0104 -0.5766 -0.165
C 3.5567 -9.0534 -1.1118 -0.105
H 2.1184 -4.1830 -3.3918 0.090
H 1.9734 -2.5345 -3.9093 0.067
H 0.6704 -3.5987 -4.3604 0.089
H 1.0819 -1.8831 -0.6980 0.097
H 2.5111 -2.5045 -1.5676 0.108
H 0.5280 -4.0779 0.1803 0.127
H 2.1097 -3.4519 0.7922 0.115
H 1.7362 -5.5000 -1.1431 0.137
H 1.8036 -6.1083 1.1226 0.137
H 3.4417 -5.3266 1.1656 0.111
H 4.0006 -7.5705 1.0732 0.142
H 4.3953 -6.7261 -0.4558 0.101
H 2.9200 -9.6293 -1.7755 0.084
H 3.8277 -9.8129 -0.3226 0.100
H 4.4989 -8.7158 -1.5659 0.083
C -0.4105 5.0302 -3.8078 -0.102
O -1.7776 5.0259 -3.5672 -0.189
C -2.4785 6.1175 -3.9644 -0.289
C -3.9091 5.7602 -4.2330 -0.187
N -4.0701 4.7799 -5.3487 -0.062
C -3.9234 5.3008 -6.6979 -0.197
C -4.4047 4.2642 -7.7706 -0.186
O -3.6352 3.0697 -7.5852 -0.228
C -4.1929 1.9656 -8.2790 -0.108
H -0.1661 5.2574 -4.8694 0.104
H -0.0776 4.0126 -3.7022 0.052
H 0.1026 5.6795 -3.0687 0.101
H -2.0477 6.6975 -4.8079 0.129
H -2.5216 6.8708 -3.0986 0.127
H -4.4175 6.7002 -4.5114 0.127
H -4.4274 5.3498 -3.3944 0.089
H -3.3662 3.9905 -5.2302 0.108
H -2.8543 5.4763 -6.8415 0.113
H -4.5006 6.1745 -6.7920 0.099
H -4.1998 4.5952 -8.7368 0.090
H -5.5006 3.9972 -7.6888 0.137
H -3.5072 1.1145 -8.2705 0.078
H -4.3435 2.2640 -9.2901 0.069
H -5.1886 1.6671 -7.8750 0.100
C 4.9987 -0.0436 -5.4278 -0.091
O 3.9486 -0.8869 -5.9032 -0.207
C 4.3998 -2.1557 -6.3670 -0.218
C 3.1721 -2.8346 -6.9184 -0.209
N 2.7828 -2.1916 -8.1898 -0.059
C 1.5533 -2.6872 -8.8273 -0.216
C 1.6831 -2.3804 -10.2765 -0.268
O 0.4901 -2.8234 -10.9078 -0.200
C 0.4112 -2.3242 -12.2567 -0.097
H 5.3517 -0.3706 -4.4282 0.079
H 4.5382 0.9503 -5.2787 0.092
H 5.8471 -0.0280 -6.1022 0.081
H 4.7941 -2.7506 -5.5168 0.100
H 5.1837 -2.1375 -7.1442 0.133
H 2.3466 -2.8368 -6.2454 0.090
H 3.4373 -3.8440 -7.0958 0.106
H 2.7067 -1.1607 -7.9667 0.126
H 0.5736 -2.3391 -8.3856 0.131
H 1.5426 -3.8026 -8.6557 0.134
H 2.6247 -2.7258 -10.6997 0.121
H 1.8130 -1.3030 -10.4108 0.108
H -0.5173 -2.6553 -12.7301 0.082
H 1.2912 -2.8173 -12.7451 0.098
H 0.4506 -1.2227 -12.2739 0.078
C -2.7226 -4.2004 -2.5200 -0.106
O -3.3547 -3.8485 -1.3213 -0.184
C -2.3912 -3.7577 -0.3048 -0.249
C -3.1334 -3.4753 1.0046 -0.179
N -4.1017 -2.3932 0.7977 -0.056
C -4.9070 -1.9857 1.8770 -0.253
C -5.6455 -0.7407 1.5030 -0.209
O -6.3910 -0.3607 2.6726 -0.206
C -7.4340 0.5408 2.4547 -0.114
H -2.1139 -5.0761 -2.4302 0.076
H -2.0530 -3.3650 -2.8985 0.106
H -3.5540 -4.3923 -3.1741 0.085
H -1.6436 -2.9725 -0.4068 0.102
H -1.8594 -4.7102 -0.2383 0.118
H -2.4277 -3.2006 1.8368 0.086
H -3.6270 -4.4658 1.3181 0.132
H -4.4977 -2.2597 -0.1379 0.117
H -4.2832 -1.8878 2.7912 0.108
H -5.7377 -2.7638 2.2922 0.155
H -6.3283 -0.9114 0.6686 0.123
H -4.9446 0.0625 1.2241 0.115
H -7.0762 1.5995 2.3551 0.095
H -8.2056 0.4483 3.1934 0.079
H -7.8394 0.3345 1.4682 0.075
C 5.4376 -2.7393 0.8564 -0.020
C 6.3545 -2.8296 -0.4272 -0.486
C 7.7591 -3.0645 0.0406 -0.132
C 8.6237 -3.5317 -1.1554 -0.149
C 7.9945 -4.7577 -1.8291 -0.158
C 6.5813 -4.5985 -2.2549 -0.525
N 5.8158 -4.0330 -1.0752 -0.077
O 4.5312 -3.7438 -1.4867 -0.081
C 6.5723 -3.8375 -3.5492 -0.036
C 5.9875 -6.0006 -2.4952 -0.023
C 6.2467 -1.5285 -1.2893 -0.009
H 5.8518 -2.0110 1.5777 0.097
H 5.1985 -3.6656 1.2712 0.048
H 4.4672 -2.4091 0.4744 0.056
H 7.9844 -2.1334 0.5128 0.112
H 7.7509 -3.8013 0.8316 0.121
H 9.6454 -3.7547 -0.8775 0.099
H 8.7847 -2.6780 -1.8670 0.111
H 8.0500 -5.6009 -1.1232 0.125
H 8.5625 -5.1158 -2.6935 0.125
H 7.0961 -4.4876 -4.2669 0.097
H 5.5892 -3.6019 -3.9336 0.056
H 7.0798 -2.8859 -3.5628 0.071
H 4.9445 -5.7757 -2.6221 0.068
H 6.4082 -6.4793 -3.3997 0.104
H 6.0431 -6.5100 -1.5372 0.067
H 7.1198 -1.4132 -1.9045 0.052
H 6.1877 -0.6166 -0.6495 0.097
H 5.3849 -1.6556 -1.9025 0.057
H 3.9194 -4.4531 -1.2487 0.038
```

=====

# C75H84BBrCsGeN11S2

A structure of composition C75H84BBrCsGeN11S2 (ωB97M-V/def2-TZVPD, the OMol25 dataset).

DFT total energy = -244987.883 eV
frontier orbital gap = 3.592 eV
total charge = -2

Geometry as XYZ:
```
176
Properties=species:S:1:pos:R:3:lowdin_charge:R:1
Cs -0.1664 -0.0055 0.1839 0.811
C -1.2058 2.2712 6.2882 -0.031
C -1.2108 2.3240 4.7949 -0.278
C -1.7674 3.3025 4.0098 0.006
C -1.5169 2.8907 2.6874 -0.244
N -0.8416 1.7461 2.6791 0.092
N -0.6579 1.3942 3.9743 0.030
B 0.0117 0.0818 4.4665 -0.483
N -0.7444 -1.2197 4.0950 0.031
N -0.9033 -1.7190 2.8427 0.110
C -1.6610 -2.8045 2.9637 -0.249
C -1.9984 -3.0228 4.3123 0.006
C -1.4024 -1.9932 4.9954 -0.277
C -1.4532 -1.7502 6.4688 -0.032
C -2.0673 -3.6518 1.8212 -0.158
C -2.9088 -4.7444 2.0385 -0.068
C -3.2992 -5.5657 0.9937 -0.090
C -2.8517 -5.3169 -0.2967 -0.093
C -2.0167 -4.2333 -0.5302 -0.059
C -1.6335 -3.4170 0.5216 -0.049
N 1.5470 0.0035 4.2015 0.032
N 2.1397 -0.1057 2.9903 0.149
C 3.4488 -0.1135 3.2159 -0.258
C 3.7195 -0.0156 4.5920 0.001
C 2.4819 0.0573 5.1835 -0.279
C 2.1962 0.1748 6.6453 -0.032
C 4.4498 -0.1886 2.1350 -0.143
C 5.8032 -0.3226 2.4537 -0.043
C 6.7773 -0.3377 1.4681 -0.103
C 6.4185 -0.2086 0.1337 -0.101
C 5.0755 -0.0878 -0.1962 -0.086
C 4.0995 -0.0946 0.7905 -0.043
C -1.9498 3.5916 1.4569 -0.163
C -2.6354 4.8053 1.5474 -0.048
C -3.0622 5.4675 0.4058 -0.105
C -2.8259 4.9268 -0.8527 -0.095
C -2.1476 3.7213 -0.9602 -0.062
C -1.7078 3.0807 0.1865 -0.117
H -1.7113 3.1609 6.6661 0.074
H -1.7280 1.3954 6.6734 0.063
H -0.1959 2.2548 6.6990 0.062
H -2.2942 4.1743 4.3587 0.093
H -0.0715 0.1450 5.6557 0.084
H -2.5953 -3.8090 4.7422 0.094
H -2.0259 -2.5555 6.9307 0.074
H -0.4610 -1.7342 6.9210 0.064
H -1.9392 -0.8058 6.7147 0.065
H -3.2765 -4.9479 3.0358 0.085
H -3.9718 -6.3934 1.1870 0.095
H -3.1634 -5.9558 -1.1135 0.083
H -1.6826 -3.9927 -1.5319 0.100
H -0.9932 -2.5792 0.3166 0.008
H 4.6697 0.0186 5.0975 0.092
H 3.1435 0.1458 7.1858 0.073
H 1.6919 1.1089 6.8933 0.064
H 1.5691 -0.6384 7.0101 0.065
H 6.0979 -0.4139 3.4911 0.095
H 7.8197 -0.4438 1.7453 0.091
H 7.1743 -0.2059 -0.6426 0.090
H 4.7848 0.0191 -1.2338 0.086
H 3.0550 -0.0295 0.5183 0.072
H -2.8437 5.2343 2.5192 0.093
H -3.5970 6.4057 0.5024 0.088
H -3.1786 5.4342 -1.7424 0.093
H -1.9604 3.2498 -1.9180 0.092
H -1.1656 2.1616 0.0901 -0.074
C 5.0752 0.6174 -6.1673 -0.068
C 5.0842 -0.6341 -5.2905 -0.557
C 4.7471 -1.8423 -6.1733 -0.044
C 6.4871 -0.8058 -4.6926 -0.047
C 4.0691 -0.5409 -4.1551 -0.165
C 3.2844 0.5781 -3.9266 -0.011
C 2.3624 0.5611 -2.8855 -0.111
N 2.2205 -0.4647 -2.0637 0.102
C 2.9941 -1.5355 -2.2405 -0.213
C 3.9058 -1.6174 -3.2840 0.022
C 2.8555 -2.6259 -1.2077 -0.194
C 3.6424 -3.7677 -1.2254 0.035
C 3.4999 -4.7307 -0.2271 -0.160
C 2.5518 -4.4842 0.7534 0.012
C 1.8047 -3.3131 0.6977 -0.099
N 1.9485 -2.4073 -0.2573 0.092
C 4.3953 -5.9662 -0.2361 -0.559
C 5.8516 -5.5182 -0.0507 -0.046
C 4.2515 -6.7006 -1.5748 -0.048
C 4.0373 -6.9388 0.8870 -0.072
H 5.8090 0.5020 -6.9684 0.081
H 5.3384 1.5110 -5.5989 0.084
H 4.0971 0.7776 -6.6234 0.088
H 5.4682 -1.9183 -6.9913 0.081
H 3.7480 -1.7401 -6.5996 0.094
H 4.7754 -2.7763 -5.6118 0.076
H 7.2315 -0.8736 -5.4903 0.080
H 6.5556 -1.7097 -4.0861 0.077
H 6.7407 0.0439 -4.0556 0.087
H 3.3367 1.4521 -4.5597 0.103
H 1.6850 1.3944 -2.7269 0.110
H 4.5017 -2.5086 -3.4196 0.099
H 4.3792 -3.9100 -2.0028 0.097
H 2.3694 -5.1763 1.5627 0.104
H 1.0678 -3.0893 1.4630 0.098
H 6.1833 -4.8920 -0.8800 0.078
H 6.5094 -6.3896 0.0034 0.080
H 5.9655 -4.9391 0.8671 0.092
H 4.5328 -6.0680 -2.4167 0.074
H 3.2214 -7.0247 -1.7306 0.093
H 4.8964 -7.5830 -1.5865 0.081
H 4.1705 -6.4860 1.8706 0.085
H 4.6897 -7.8130 0.8308 0.080
H 3.0046 -7.2816 0.8072 0.089
S -1.6412 -0.9688 -2.6341 0.596
C -3.2569 -1.6164 -2.3275 -0.567
N -3.8364 -2.5827 -3.2484 -0.153
C -5.2699 -2.5123 -3.2976 -0.176
C -5.7909 -2.7736 -1.8994 -0.155
N -5.2401 -1.8057 -0.9803 -0.140
C -6.1884 -1.2267 -0.0691 -0.206
C -6.5898 -2.1784 1.0321 -0.190
C -5.5987 -2.6840 1.8744 -0.008
C -5.9306 -3.5407 2.9093 -0.086
C -7.2551 -3.9183 3.1164 -0.119
C -8.2438 -3.4281 2.2782 -0.119
C -7.9070 -2.5616 1.2427 -0.062
C -3.9792 -1.2092 -1.2419 -0.701
S -3.4394 -0.0061 -0.0708 0.437
C -3.2146 -2.7887 -4.5254 -0.183
C -3.5108 -4.1570 -5.0909 -0.198
C -3.8314 -4.3270 -6.4325 -0.046
C -4.0762 -5.5918 -6.9556 -0.109
C -4.0108 -6.7078 -6.1356 -0.125
C -3.6984 -6.5477 -4.7893 -0.095
C -3.4544 -5.2852 -4.2747 -0.029
H -5.6580 -3.2659 -3.9893 0.118
H -5.6151 -1.5167 -3.6343 0.133
H -5.5386 -3.8033 -1.6119 0.118
H -6.8838 -2.6880 -1.8815 0.111
H -7.0931 -0.8912 -0.6057 0.115
H -5.7097 -0.3530 0.3787 0.036
H -4.5709 -2.3839 1.6974 0.102
H -5.1516 -3.9164 3.5622 0.081
H -7.5097 -4.5950 3.9240 0.085
H -9.2773 -3.7213 2.4252 0.086
H -8.6793 -2.1762 0.5844 0.099
H -2.1351 -2.6842 -4.3909 0.087
H -3.4963 -2.0287 -5.2691 0.098
H -3.8920 -3.4523 -7.0710 0.105
H -4.3294 -5.7018 -8.0037 0.090
H -4.2101 -7.6944 -6.5372 0.086
H -3.6513 -7.4125 -4.1375 0.093
H -3.2384 -5.1387 -3.2245 0.090
C -2.8688 0.2818 -6.6144 -0.255
Ge -1.5473 0.8815 -5.2285 0.656
C 0.1179 0.0780 -5.9443 -0.234
C -1.4315 2.8295 -5.5755 -0.248
C -1.7268 0.6385 -3.3779 -0.683
H -2.6449 0.7718 -7.5671 -0.007
H -3.8929 0.5260 -6.3241 0.002
H -2.8030 -0.7965 -6.7686 -0.026
H 0.0975 0.0296 -7.0365 0.000
H 0.2376 -0.9334 -5.5474 0.005
H 0.9824 0.6656 -5.6335 -0.018
H -1.3803 3.0675 -6.6406 -0.005
H -0.5488 3.2338 -5.0763 -0.003
H -2.3103 3.3221 -5.1523 0.002
H -2.4514 1.2822 -2.8789 -0.065
Br 4.6304 7.0192 0.3545 0.699
C 3.5116 5.4895 0.2295 -0.693
C 2.1455 5.6245 0.3720 -0.103
C 1.3724 4.4729 0.2690 -0.102
N 1.8834 3.2652 0.0428 0.102
C 3.2020 3.1689 -0.0894 -0.120
C 4.0719 4.2491 -0.0043 -0.106
H 1.6834 6.5834 0.5570 0.100
H 0.2964 4.5327 0.3749 0.095
H 3.6000 2.1785 -0.2686 0.083
H 5.1381 4.1130 -0.1133 0.099
```